1.
Entry from OMol25: C11H15O2P as an isolated structure in a non-equilibrium geometry (ωB97M-V with the def2-TZVPD basis set).

The geometry in XYZ format:
```
29
Properties=species:S:1:pos:R:3:forces:R:3
P 1.9845 0.0708 0.1045 -4.13 0.06 -0.50
O 3.3206 0.3745 0.5457 2.18 0.39 0.83
O 1.5008 1.0799 -1.1490 -0.16 -1.10 0.89
C 2.1815 2.3111 -1.2963 -0.14 1.95 -0.72
C 0.3514 -0.1701 1.7189 0.33 1.19 -5.36
C -1.2137 1.6813 1.1505 0.22 -0.07 0.28
C -1.7338 0.8795 0.0377 0.94 -2.44 0.17
C -2.7642 1.3178 -0.9686 0.65 2.10 -0.62
C 0.4100 -2.0655 0.0213 1.77 0.18 -0.22
C -0.0526 -3.4438 -0.2350 -0.63 -1.58 -0.28
C -1.3313 -0.4252 -0.0444 -1.38 1.65 -1.82
C 1.5844 -1.5888 -0.4545 -1.99 1.20 1.49
C -0.4673 -1.1642 0.8731 -0.64 0.80 2.79
C -0.2237 1.1643 1.9299 0.17 -0.50 0.51
H -2.4596 1.1519 -2.0429 -0.09 -0.01 1.20
H -2.8741 2.4545 -0.8702 -0.44 -1.59 -0.17
H 0.3105 1.5943 2.7852 -0.76 0.87 -0.45
H -1.7004 -0.9972 -0.9190 0.06 0.25 0.60
H -1.6397 2.6794 1.2926 0.36 -0.31 0.15
H 1.0324 -0.5751 2.3812 0.91 -0.76 1.78
H 2.1601 2.8021 -2.3528 -0.23 -1.56 1.65
H -0.6533 -3.6370 -1.1686 0.81 0.53 0.64
H 1.8377 3.0924 -0.6033 -0.67 -0.26 -0.16
H 3.1748 2.1927 -0.9611 1.48 -0.24 -0.20
H -1.2503 -1.5789 1.6751 1.73 -0.58 -1.62
H 2.2278 -2.1279 -1.0702 0.93 -0.93 -0.95
H -3.6814 0.7581 -0.7938 -0.23 0.46 -0.03
H -0.7651 -3.5810 0.5615 -0.37 -0.80 0.34
H 0.7341 -4.2498 -0.1475 -0.69 1.09 -0.23
```
Forces are in eV/Å.

Output
Strongest force on any atom ... 5.5 eV/A
E_LUMO ... 0.549 eV
Relative energy (zero: lowest compared OMol25 entry of this formula, charge and spin) ... 3.226 eV
Kohn-Sham gap ... 8.1 eV
E_HOMO ... -7.53 eV
Calculated total energy ... -919.909936 hartree

Löwdin atomic charge list, values in e, 8 entries: 0.75, -0.31, -0.29, -0.16, -0.14, -0.05, -0.28, -0.07

2.
Entry from OMol25: one molecule with the formula C11H16 in a non-equilibrium geometry (ωB97M-V with the def2-TZVPD basis set).

The geometry in XYZ format:
```
27
Properties=species:S:1:pos:R:3:forces:R:3
C -1.8159 0.2357 -0.3202 1.30 0.27 -2.59
C 2.5773 0.2595 -1.0844 2.16 -1.64 1.59
C -0.5730 2.5890 0.5072 1.28 0.80 -3.11
C 0.5133 -0.8667 -0.6671 -1.12 -0.26 2.22
C -2.9827 0.2729 -1.3092 0.65 -1.27 -0.30
C 1.8002 -0.4486 -0.0183 1.32 -1.69 -1.98
C -0.7723 1.3011 -0.1776 -0.42 -1.24 -1.74
C -0.3740 0.2784 -0.9627 -1.69 2.59 2.50
C -0.4528 -1.6747 0.2619 0.79 -0.15 1.42
C 2.3965 -1.0255 1.0123 0.44 1.94 3.35
C -1.6149 -0.7943 0.7285 -0.11 0.20 2.13
H -3.2086 1.2857 -1.5755 -0.44 0.55 -0.05
H -2.4318 -1.4157 1.0366 -0.93 -0.53 -0.57
H 0.4643 2.8010 0.6397 1.13 0.08 -0.26
H -1.5090 -0.2533 1.6785 0.93 -0.01 0.10
H 2.0074 1.0688 -1.2525 -1.63 3.30 -1.32
H -0.9987 -2.4280 -0.2332 -0.08 -1.11 -1.35
H 0.0952 -2.2320 1.0678 -0.46 0.75 -0.56
H -2.7190 -0.2532 -2.2797 -0.28 0.44 1.11
H 3.5797 0.5503 -0.7831 0.06 0.11 0.21
H 2.6863 -0.3288 -1.9763 -0.23 -0.35 -0.48
H 1.7948 -1.3813 1.8780 0.40 -0.51 -0.97
H 0.8102 -1.4392 -1.4984 0.09 -0.82 -1.23
H -3.8408 -0.2463 -0.8711 -0.14 0.32 -0.19
H -0.9441 3.4275 -0.1458 0.01 -0.78 0.68
H 3.3915 -0.6112 1.4101 -1.22 -0.88 -1.13
H -0.9108 2.7034 1.4612 -1.82 -0.14 2.51
```
Forces are in eV/Å.

Output
Strongest force on any atom ... 4.0 eV/A
SMILES ... C=C(C)[C@H]1CC[C@@]2(C)C(C)=C12
E_LUMO ... 0.871 eV
Relative energy (zero: lowest compared OMol25 entry of this formula, charge and spin) ... 3.280 eV
Kohn-Sham gap ... 9.3 eV
E_HOMO ... -8.41 eV
Calculated total energy ... -428.554048 hartree

Löwdin atomic charge list, values in e, 8 entries: -0.36, -0.05, -0.02, -0.24, -0.03, -0.33, -0.12, 0.00